No. 1
Molecular formula: C37H46ClF5N8O2RuSe
Method: DFT, ωB97M-V with the def2-TZVPD basis set

Orbital gap (alpha / beta) = 5.8 / 5.0 eV
Max |F| = 3.2 eV/A
Energy relative to the best compared isomer or geometry (same formula, charge and spin) = 3.48 kcal per mole

ORCA input file:
```
! wB97M-V def2-TZVPD RIJCOSX def2/J DEFGRID3
* xyz 1 2
Ru 0.485 0.205 -0.355
Se 2.725 -0.791 -0.472
Cl -4.906 7.076 -0.371
F 5.006 -2.600 0.179
F 7.682 -2.122 0.365
F 6.891 2.456 -0.510
F 4.228 1.942 -0.740
F 8.632 0.418 0.017
O -0.193 2.456 -0.475
O -1.897 1.078 -0.647
N -0.664 -1.728 0.163
N 0.199 0.255 2.025
N -0.824 0.392 -3.276
N 0.726 -3.003 -1.157
N -0.782 -4.083 0.255
N 2.166 1.388 2.508
N 1.462 -0.315 3.926
N 0.363 0.971 -2.755
C 7.328 0.176 -0.071
C -1.912 -1.469 0.691
C -3.926 5.663 -0.461
C 5.081 0.946 -0.456
C -2.332 3.421 -0.560
C 0.799 -1.590 4.071
C -0.294 -2.920 -0.249
C -4.306 -1.860 0.524
C -3.421 -0.584 2.379
C -1.065 0.074 2.529
C 1.937 0.249 5.176
C -0.282 0.308 -5.654
C 5.480 -1.360 0.007
C -1.379 2.370 -4.695
C 1.245 0.457 2.819
C -3.673 0.090 3.590
C -4.388 4.472 0.083
C -2.646 0.218 -4.815
C -4.502 -1.184 1.700
C 3.565 1.308 2.865
C -2.097 -0.659 1.854
C 6.439 1.213 -0.348
C -2.681 5.738 -1.070
C -2.662 0.734 4.259
C 1.834 2.436 1.572
C 6.842 -1.122 0.108
C -1.380 -4.216 1.562
C 1.701 -4.071 -1.084
C -1.878 4.617 -1.103
C 4.568 -0.339 -0.276
C -1.390 0.757 3.711
C -3.018 -2.014 0.036
C 0.594 -2.386 -2.462
C -1.265 0.841 -4.609
C -0.892 -5.269 -0.569
C -3.591 3.347 0.022
C -1.432 2.236 -0.557
H 1.468 -2.270 4.602
H 2.837 -0.264 5.521
H -2.580 -0.866 -4.763
H 1.158 0.127 5.937
H 0.757 2.604 1.582
H -0.140 -0.762 -5.518
H -5.490 -1.080 2.119
H 0.306 -3.140 -3.202
H -0.675 0.482 -6.652
H -2.861 1.254 5.185
H -0.401 2.848 -4.673
H 1.725 -4.475 -0.075
H -3.045 0.501 -5.786
H -1.864 2.650 -5.627
H -5.354 4.429 0.555
H -1.906 -5.660 -0.481
H -3.914 2.402 0.432
H 0.594 -2.005 3.086
H 2.147 1.310 5.068
H -4.680 0.096 3.974
H 3.841 2.088 3.579
H -0.897 4.661 -1.548
H -1.571 0.553 -2.598
H -1.979 2.753 -3.870
H -0.712 -5.026 -1.611
H -3.333 0.564 -4.044
H -5.138 -2.297 -0.007
H 0.686 0.800 -5.585
H 2.682 -3.644 -1.302
H 2.134 2.173 0.545
H 1.511 -4.873 -1.802
H 1.558 -1.968 -2.766
H 4.164 1.463 1.965
H -1.014 -5.140 2.016
H 1.131 0.742 -3.386
H -0.620 1.349 4.184
H -0.138 -1.503 4.634
H -2.351 6.670 -1.495
H -2.859 -2.559 -0.883
H -0.166 -1.598 -2.442
H -1.101 -3.383 2.203
H 3.807 0.333 3.281
H 0.310 1.993 -2.659
H -2.472 -4.265 1.507
H 2.344 3.356 1.857
H -0.195 -6.046 -0.252
*
```

No. 2
Molecular formula: CH2BNO
Method: DFT, ωB97M-V with the def2-TZVPD basis set

Orbital gap = 9.2 eV
Max |F| = 7.0 eV/A
Energy relative to the best compared isomer or geometry (same formula, charge and spin) = 82.81 kcal per mole

ORCA input file:
```
! wB97M-V def2-TZVPD RIJCOSX def2/J DEFGRID3
* xyz 0 1
O -0.130 -1.416 0.162
N -0.946 -0.224 -3.510
C -0.723 -0.121 -2.407
B -0.316 0.196 -1.031
H 0.194 1.053 -0.589
H 0.432 -1.109 0.840
*
```

Q: The lowest energy relative to the best compared isomer or geometry (same formula, charge and spin) belongs to which entry?
A: C37H46ClF5N8O2RuSe

Q: Number 2 is which compound?
A: CH2BNO

Q: What is the formula in the first record?
A: C37H46ClF5N8O2RuSe